1.
{"formula": "C15H29ClN5O6P2", "method": "ωB97M-V with the def2-TZVPD basis set", "orbital_gap_ev": 7.03, "smiles": "C#CCN1C(N)=[NH+][C@@](CCCC(=O)O)(P(N)O)[C@@]1(OCCNC[C@@H](C)O)P(O)Cl", "charge": 1, "species": ["C", "C", "C", "N", "C", "N", "N", "C", "C", "C", "C", "C", "O", "O", "P", "N", "O", "C", "O", "C", "C", "N", "C", "C", "C", "O", "P", "O", "Cl", "H", "H", "H", "H", "H", "H", "H", "H", "H", "H", "H", "H", "H", "H", "H", "H", "H", "H", "H", "H", "H", "H", "H", "H", "H", "H", "H", "H", "H"], "positions_angstrom": [[2.1442, -1.7430, 3.9778], [1.5041, -2.5474, 2.9871], [1.2249, -3.2260, 1.4841], [1.4683, -2.2743, 0.3394], [2.4626, -1.1278, 0.6213], [3.7662, -1.2389, 1.0583], [1.6257, 0.0725, 0.2258], [0.9534, -0.4124, -1.0764], [-0.1442, 0.7704, -1.3653], [0.4764, 2.1897, -1.8975], [1.1085, 3.1454, -0.6975], [2.6311, 3.7063, -1.0582], [3.7384, 2.9914, -0.7212], [2.7751, 5.0259, -1.7379], [2.4142, -0.4956, -2.2982], [1.7161, -0.2523, -3.9493], [3.1634, -2.0631, -2.3746], [0.2921, -1.8391, -0.5057], [-0.7895, -1.5572, 0.4481], [-2.1263, -1.7012, -0.1439], [-3.2030, -1.3580, 1.0895], [-4.1094, -0.1875, 0.7860], [-3.3677, 1.1226, 0.6559], [-2.3766, 1.4921, 1.9106], [-1.8176, 3.0474, 1.8212], [-2.9857, 1.1875, 3.2481], [0.1387, -3.2736, -1.7578], [-0.6436, -4.6453, -0.9967], [-1.1041, -2.5792, -3.3905], [2.7910, -1.1169, 4.7616], [0.1733, -3.7358, 1.5062], [2.0136, -4.1138, 1.3608], [4.3850, -0.3913, 1.1151], [4.2177, -2.1768, 1.2798], [0.9714, 0.3829, 0.9774], [-0.9375, 0.3485, -2.1286], [-0.6767, 0.9847, -0.3187], [-0.4436, 2.8091, -2.3387], [1.2381, 2.0936, -2.7924], [0.4317, 4.1244, -0.6196], [1.0448, 2.6437, 0.3740], [1.9810, 5.6099, -1.5440], [0.6761, -0.1879, -3.8892], [2.1496, 0.6581, -4.2653], [2.7351, -2.5713, -3.1258], [-2.4056, -2.7827, -0.4954], [-2.3358, -0.9248, -1.0248], [-3.9198, -2.3052, 1.2155], [-2.6242, -1.2773, 2.1180], [-4.9331, -0.1342, 1.4245], [-2.8473, 1.1586, -0.3956], [-4.2036, 1.9752, 0.6381], [-1.4524, 0.7418, 1.8317], [-0.6921, 3.0204, 2.2175], [-2.4927, 3.7335, 2.5016], [-1.8710, 3.3509, 0.6688], [-2.3530, 0.5317, 3.7081], [-1.5556, -4.6783, -1.4431]], "nbo_charge": [-0.2657, -0.0987, -0.2833, -0.5066, 0.8065, -0.7001, -0.6923, -0.2106, -0.4425, -0.4263, -0.5105, 0.7783, -0.5708, -0.6897, 1.2186, -1.1238, -0.9665, 0.1084, -0.5905, -0.1124, -0.2384, -0.6547, -0.2656, 0.0846, -0.6615, -0.7374, 1.1185, -0.9571, -0.3092, 0.3105, 0.2995, 0.2560, 0.4735, 0.4662, 0.4309, 0.2481, 0.2421, 0.2398, 0.2375, 0.2256, 0.2459, 0.4945, 0.3883, 0.4054, 0.5043, 0.1945, 0.2042, 0.2195, 0.1841, 0.3957, 0.1966, 0.2255, 0.1442, 0.2126, 0.2570, 0.2108, 0.4783, 0.5082]}


2.
{"formula": "C5H7N2", "method": "ωB97M-V with the def2-TZVPD basis set", "orbital_gap_ev": 8.33, "charge": 1, "species": ["C", "C", "C", "C", "C", "N", "N", "H", "H", "H", "H", "H", "H", "H"], "positions_angstrom": [[0.6982, 1.0471, -0.0759], [-0.0398, -0.0632, 0.0180], [2.2923, -0.6524, 0.0684], [-1.3303, -0.4801, -0.6583], [-1.8020, 0.0792, 0.6442], [0.9918, -1.0975, 0.1611], [2.0021, 0.7410, 0.0852], [0.3872, 2.0484, -0.1218], [-1.5924, -0.0965, -1.7443], [-1.2747, -1.6259, -0.6695], [-1.8898, -0.4377, 1.5602], [-2.0173, 1.2167, 0.5549], [0.7559, -2.0890, 0.1743], [2.8187, 1.4099, 0.0034]], "nbo_charge": [0.1538, 0.0104, 0.2751, -0.4235, -0.1237, -0.5655, -0.5442, 0.2495, 0.2967, 0.2617, 0.2585, 0.2515, 0.4367, 0.4629]}


3.
{"formula": "C60H64Cl2F3N11NiO3", "method": "ωB97M-V with the def2-TZVPD basis set", "multiplicity": 3, "orbital_gap_ev": [7.99, 7.97], "s_squared": 2.00, "charge": 0, "species": ["Ni", "C", "O", "O", "C", "F", "F", "F", "C", "C", "H", "H", "H", "H", "H", "H", "O", "H", "N", "C", "C", "C", "C", "C", "H", "H", "H", "H", "H", "N", "C", "C", "C", "C", "C", "H", "H", "H", "H", "H", "N", "C", "C", "C", "C", "C", "H", "H", "H", "H", "H", "N", "C", "C", "C", "C", "C", "H", "H", "H", "H", "H", "N", "C", "C", "C", "C", "C", "H", "H", "H", "H", "H", "N", "C", "C", "C", "C", "C", "H", "H", "H", "H", "H", "N", "C", "C", "C", "C", "C", "H", "H", "H", "H", "H", "N", "C", "C", "C", "C", "C", "H", "H", "H", "H", "H", "N", "C", "C", "C", "C", "C", "H", "H", "H", "H", "H", "N", "C", "C", "C", "C", "C", "H", "H", "H", "H", "H", "N", "C", "C", "C", "C", "C", "H", "H", "H", "H", "H", "C", "Cl", "Cl", "H", "H"], "positions_angstrom": [[0.0521, -15.8618, 12.8258], [-1.7643, -14.1184, 15.2873], [-1.6428, -15.2443, 16.1765], [-1.0041, -14.5087, 14.1920], [-3.2276, -13.5821, 15.0137], [-3.2710, -12.7683, 13.9866], [-4.0807, -14.5176, 14.7157], [-3.6461, -12.7643, 15.9879], [-2.2023, -15.0645, 17.5145], [-1.8185, -16.3168, 18.2136], [-1.9878, -17.2028, 17.6017], [-0.7775, -16.2641, 18.5321], [-2.4186, -16.4852, 19.1078], [-3.2893, -14.9904, 17.4828], [-1.7604, -14.1949, 18.0009], [-1.1607, -13.2966, 15.6727], [0.9102, -16.8385, 11.3962], [1.4790, -17.5770, 11.1037], [-3.9930, -22.1096, 15.6165], [-3.1508, -21.1463, 15.9591], [-2.5008, -20.4110, 14.9533], [-2.5422, -20.8178, 13.5948], [-3.3430, -21.9161, 13.2827], [-4.0528, -22.5605, 14.3092], [-3.1492, -20.8705, 17.0033], [-1.8714, -19.5756, 15.2225], [-2.0787, -20.2903, 12.7743], [-3.4516, -22.2072, 12.2484], [-4.7959, -23.3313, 14.1676], [2.0255, -14.8759, 13.2310], [2.0593, -13.4825, 13.1018], [3.1703, -12.6700, 13.0287], [4.4087, -13.3006, 13.2191], [4.4834, -14.7027, 13.2650], [3.2731, -15.4098, 13.1835], [1.0836, -13.0203, 13.0756], [3.0455, -11.6101, 12.8628], [5.3433, -12.7603, 13.1882], [5.4546, -15.1649, 13.3632], [3.3994, -16.4816, 13.1405], [0.5508, -17.3530, 14.2041], [0.7483, -18.6973, 13.8422], [1.0085, -19.7595, 14.6899], [1.0509, -19.5476, 16.0359], [0.9766, -18.2618, 16.5000], [0.6472, -17.2120, 15.5824], [0.8121, -18.9073, 12.7848], [1.1400, -20.7918, 14.4010], [1.1821, -20.3242, 16.7749], [1.0721, -18.1399, 17.5688], [0.5339, -16.2116, 15.9735], [6.3202, -18.9335, 9.3239], [5.3119, -19.3489, 8.5668], [4.0161, -19.5623, 9.0646], [3.6947, -19.3526, 10.4354], [4.7540, -18.9213, 11.2838], [6.0289, -18.7732, 10.6658], [5.5639, -19.4153, 7.5188], [3.2606, -19.9326, 8.3874], [2.6701, -19.4461, 10.7638], [4.5896, -18.7273, 12.3334], [6.8639, -18.4543, 11.2721], [5.4451, -17.5791, 14.5720], [6.7671, -17.9572, 14.5750], [7.0956, -19.2615, 14.8849], [6.1550, -20.2266, 15.3295], [4.8336, -19.7459, 15.3443], [4.5318, -18.4783, 15.0118], [7.4927, -17.1941, 14.3349], [8.1485, -19.5003, 14.9147], [6.4911, -21.2358, 15.5165], [4.0595, -20.3044, 15.8495], [3.5112, -18.1253, 15.0008], [-1.0177, -17.9480, 7.2797], [-1.9640, -18.8452, 6.8802], [-3.2775, -18.5516, 6.6871], [-3.7040, -17.2323, 6.9790], [-2.7365, -16.2766, 7.3647], [-1.4085, -16.7026, 7.5817], [-1.5618, -19.7990, 6.5719], [-3.9363, -19.3116, 6.2935], [-4.7419, -16.9410, 6.9127], [-2.9967, -15.2393, 7.5154], [-0.6228, -16.0630, 7.9557], [-0.5553, -14.4132, 11.1890], [-1.8275, -13.9555, 11.0062], [-2.2147, -13.1448, 9.9303], [-1.2693, -12.8356, 8.9617], [0.0479, -13.2425, 9.1678], [0.2940, -14.0545, 10.2331], [-2.5539, -14.1469, 11.7822], [-3.2179, -12.7570, 9.8326], [-1.5518, -12.2873, 8.0751], [0.7540, -12.8162, 8.4706], [1.2892, -14.4598, 10.3420], [0.0837, -20.9890, 11.5334], [-0.0567, -20.2661, 10.3435], [0.0210, -20.7958, 9.0691], [0.2300, -22.1833, 8.9338], [0.3992, -22.9427, 10.1109], [0.2823, -22.3160, 11.4115], [-0.2798, -19.2313, 10.5576], [-0.0350, -20.2101, 8.1634], [0.2129, -22.7022, 7.9868], [0.4139, -24.0226, 10.1079], [0.2690, -22.9736, 12.2681], [2.8148, -15.4119, 7.5463], [3.7791, -14.4514, 7.2065], [4.8832, -14.1276, 8.0462], [5.0397, -14.8281, 9.2296], [4.0371, -15.7674, 9.6383], [2.9690, -16.0132, 8.7630], [3.6295, -13.8703, 6.3085], [5.6357, -13.4018, 7.7754], [5.9274, -14.7081, 9.8330], [4.0895, -16.3011, 10.5757], [2.2432, -16.7385, 9.1001], [3.8041, -24.5468, 13.6689], [3.2777, -25.1045, 12.6034], [3.0779, -24.4012, 11.3900], [3.3944, -23.0135, 11.3537], [3.9165, -22.4687, 12.5174], [4.1577, -23.2603, 13.6236], [2.9537, -26.1220, 12.7652], [2.6875, -24.9539, 10.5483], [3.2692, -22.4533, 10.4389], [4.1408, -21.4126, 12.5461], [4.6501, -22.7671, 14.4486], [-1.8811, -17.0679, 12.3643], [-2.0633, -17.4640, 11.0702], [-3.1803, -18.1569, 10.6119], [-4.2013, -18.3330, 11.4704], [-4.0874, -17.9381, 12.7962], [-2.9187, -17.3399, 13.1835], [-1.2583, -17.2277, 10.3901], [-3.1418, -18.6071, 9.6310], [-5.0280, -18.9688, 11.1898], [-4.9155, -18.0922, 13.4721], [-2.8239, -16.9625, 14.1910], [1.9601, -18.2674, 5.8132], [1.6568, -17.4325, 4.2821], [1.3825, -19.9875, 5.7957], [3.0223, -18.1275, 6.0136], [1.4837, -17.6981, 6.6113]], "lowdin_charge": [0.5924, -0.3925, -0.1352, -0.2474, -0.6320, 0.1475, 0.1784, 0.1309, -0.2474, -0.0929, 0.0750, 0.0733, 0.0756, 0.1145, 0.1235, 0.1434, -0.3913, -0.0607, 0.0323, -0.1575, -0.0595, -0.0779, -0.0779, -0.1170, 0.0983, 0.0788, 0.0773, 0.0952, 0.0917, 0.0652, -0.1100, -0.0593, -0.0623, -0.0620, -0.1341, 0.0983, 0.1042, 0.0993, 0.0848, 0.0781, 0.0526, -0.0981, -0.0957, -0.1178, -0.0586, -0.0654, 0.0645, 0.1058, 0.1142, 0.1024, 0.0991, 0.0594, -0.1610, -0.0629, -0.0673, -0.0664, -0.1174, 0.1009, 0.0753, 0.0784, 0.0689, 0.0871, 0.0664, -0.1248, -0.0767, -0.0312, -0.0939, -0.1676, 0.1027, 0.0967, 0.1025, 0.0990, 0.0884, 0.0657, -0.1757, -0.0779, -0.0546, -0.0462, -0.1295, 0.0790, 0.1025, 0.0999, 0.0897, 0.0971, 0.0605, -0.0863, -0.0571, -0.0752, -0.0595, -0.1616, 0.0994, 0.1033, 0.1050, 0.1063, 0.0886, 0.0673, -0.1150, -0.0790, -0.0558, -0.0746, -0.1342, 0.0689, 0.0261, 0.1007, 0.0879, 0.1038, 0.0604, -0.1065, -0.0819, -0.0652, -0.0488, -0.1639, 0.0902, 0.0940, 0.0984, 0.0724, 0.0808, 0.0483, -0.1580, -0.0584, -0.0705, -0.0738, -0.1455, 0.0996, 0.0899, 0.0952, 0.0786, 0.0844, 0.0758, -0.1251, -0.0672, -0.0835, -0.0605, -0.1297, 0.0737, 0.0962, 0.1116, 0.1143, 0.1057, -1.0138, 0.5071, 0.5057, 0.0164, -0.0165]}


4.
{"formula": "C3H4F2O", "method": "ωB97M-V with the def2-TZVPD basis set", "orbital_gap_ev": 8.37, "smiles": "O[C@]1(F)C[C@H]1F", "charge": 0, "species": ["O", "C", "F", "C", "C", "F", "H", "H", "H", "H"], "positions_angstrom": [[-1.5674, -0.1664, -0.7169], [-0.5444, -0.4478, 0.1074], [-0.4663, -1.7323, 0.2704], [0.2687, 0.6360, 0.7838], [1.0239, 0.4316, -0.4759], [1.9654, -0.5896, -0.3593], [-2.0456, -0.9658, -0.9470], [0.6549, 0.2890, 1.7988], [-0.3284, 1.5037, 0.9351], [1.0392, 1.0414, -1.3965]], "nbo_charge": [-0.7048, 0.6434, -0.3059, -0.5151, 0.0603, -0.3618, 0.4955, 0.2446, 0.2460, 0.1976]}